No. 1
Molecular formula: C31H57FeN2OP2S
Method: DFT, wB97M-V/def2-TZVPD

Last column: Mulliken charge in e.
CARTESIAN COORDINATES (ANGSTROEM)
1 C 0.0761 -0.9992 -2.5214  -0.2707
2 C 0.0490 -2.2322 -0.4903  -0.6296
3 C 0.2599 -2.1748 -3.2570  -0.7107
4 C 0.2543 -3.4342 -1.1913  -0.5810
5 C 0.3397 -3.4062 -2.5839  -1.3030
6 H 0.3578 -2.1213 -4.3446  0.5528
7 H 0.3375 -4.3730 -0.6363  0.5126
8 H 0.4844 -4.3333 -3.1476  0.4493
9 N -0.0647 -1.0466 -1.1641  1.0152
10 P 0.7975 1.6370 -1.9454  -0.5090
11 P -1.2185 -0.8423 1.5793  -0.6502
12 C 0.0859 0.3708 -3.1559  -1.9690
13 H 0.5884 0.3407 -4.1378  0.7401
14 H -0.9537 0.7164 -3.3147  0.6774
15 C -0.2803 2.4127 1.0485  0.0541
16 O -0.2531 3.3824 1.7141  -0.3358
17 C 0.0812 -2.1185 1.0035  -0.8619
18 H 0.0064 -3.1075 1.4769  1.5046
19 C -0.9650 -0.6577 3.4827  2.4017
20 C -2.9148 -1.6743 1.2478  2.4618
21 C 2.6975 1.4362 -2.0662  2.6532
22 C 0.2993 3.3230 -2.7040  2.2676
23 C -0.2059 0.6606 3.7548  -1.6846
24 H -0.8947 1.5186 3.7405  0.3265
25 H 0.2421 0.5960 4.7645  0.4435
26 H 0.5885 0.8577 3.0235  0.2302
27 C -2.3194 -0.5333 4.2110  -1.6933
28 H -2.8828 0.3507 3.8685  0.2580
29 H -2.9538 -1.4271 4.1055  0.2656
30 H -2.1129 -0.3988 5.2888  0.5612
31 C -0.1719 -1.8449 4.0596  -1.2589
32 H -0.3971 -1.9399 5.1384  0.5613
33 H -0.4258 -2.8022 3.5773  0.0227
34 H 0.9116 -1.6837 3.9618  0.1924
35 C -4.0544 -0.7173 1.6683  -1.3628
36 H -3.6969 0.3213 1.7360  -0.0454
37 H -4.8403 -0.7518 0.8904  0.3865
38 H -4.5197 -0.9955 2.6228  0.4356
39 C -3.0604 -1.9099 -0.2731  -1.6856
40 H -2.6415 -1.0804 -0.8617  -0.1468
41 H -2.5875 -2.8498 -0.5958  0.2971
42 H -4.1392 -1.9803 -0.5052  0.7910
43 C -3.0569 -3.0372 1.9536  -1.4956
44 H -2.1305 -3.3549 2.4576  0.2525
45 H -3.8442 -2.9597 2.7269  0.4186
46 H -3.3610 -3.8313 1.2489  0.3721
47 C 0.8379 4.4436 -1.7892  -1.5286
48 H 0.5965 5.4217 -2.2451  0.4990
49 H 0.3605 4.4070 -0.7953  0.2110
50 H 1.9303 4.3980 -1.6574  0.2880
51 C -1.2374 3.4327 -2.7169  -1.5761
52 H -1.7203 2.5589 -3.1828  0.3290
53 H -1.6425 3.5484 -1.7008  0.0535
54 H -1.5141 4.3250 -3.3092  0.6772
55 C 0.7957 3.4986 -4.1545  -1.4315
56 H 0.8003 2.5370 -4.6963  0.1963
57 H 0.0973 4.1699 -4.6883  0.4616
58 H 1.7989 3.9404 -4.2212  0.3463
59 C 2.9706 -0.0791 -2.1316  -1.9037
60 H 2.7188 -0.5043 -3.1177  0.2403
61 H 4.0485 -0.2525 -1.9579  0.6224
62 H 2.4127 -0.6142 -1.3503  0.1554
63 C 3.2821 1.9774 -0.7413  -1.2618
64 H 3.6202 1.1367 -0.1099  -0.0012
65 H 4.1523 2.6216 -0.9727  0.4892
66 H 2.5546 2.5839 -0.1790  0.2383
67 C 3.3810 2.0907 -3.2796  -1.9017
68 H 2.9043 1.7978 -4.2316  0.3155
69 H 3.4039 3.1901 -3.2198  0.3573
70 H 4.4304 1.7419 -3.3161  0.5208
71 Fe -0.3018 0.7769 0.0261  0.8843
72 N 1.4770 -0.1096 0.9390  -0.3160
73 C 1.4400 -1.3379 1.2663  -0.5889
74 C 2.6870 -2.1165 1.7881  2.1492
75 C 2.3936 -3.5792 2.1738  -1.7561
76 C 3.7488 -2.1168 0.6653  -1.6436
77 C 3.2687 -1.3590 3.0022  -1.6987
78 H 1.6352 -3.6614 2.9716  0.2762
79 H 2.0473 -4.1670 1.3052  0.2304
80 H 3.3174 -4.0560 2.5471  0.5138
81 H 4.0508 -1.0836 0.4349  0.2225
82 H 4.6408 -2.6875 0.9833  0.4901
83 H 3.3535 -2.5783 -0.2568  0.2560
84 H 3.4777 -2.0632 3.8283  0.3369
85 H 4.2070 -0.8596 2.7100  0.3852
86 H 2.5708 -0.5913 3.3772  0.3561
87 C -4.0608 1.4589 -1.7191  -1.6722
88 S -2.4753 1.3816 -0.8241  1.2543
89 C -3.1025 2.5064 0.5019  -1.5031
90 H -3.9349 0.9038 -2.6713  0.3833
91 H -4.2894 2.5044 -2.0145  0.4155
92 H -4.8763 0.9763 -1.1415  0.4343
93 H -4.1993 2.4039 0.6383  0.5780
94 H -2.7162 2.2151 1.4954  0.3289
95 H -2.8516 3.5636 0.2826  0.3763

Forces on atoms 1 to 6 (eV/Å):
-0.01 -0.80 0.91
-0.11 0.41 -1.24
0.01 -0.08 0.22
-0.10 0.31 0.15
-0.08 0.48 0.04
-0.02 -0.04 0.40

Results
orbital gap (spin up / spin down)	7.5 / 6.5	eV
ΔE to the lowest compared entry with this formula, charge and spin	13.5	kcal/mol
2S+1	5
charge	+1



No. 2
Molecular formula: C31H60NO18S
Method: DFT, wB97M-V/def2-TZVPD

Last column: Mulliken charge in e.
CARTESIAN COORDINATES (ANGSTROEM)
1 C 1.9421 3.4431 -2.6556  -0.6295
2 C 2.3654 2.3298 -2.3099  -1.2219
3 C 3.0453 1.1071 -1.5343  1.7928
4 C 2.4525 -0.2552 -2.1890  -1.5603
5 C 2.5788 -1.5103 -1.2383  0.4259
6 O 3.0871 -2.6596 -2.0142  -0.4136
7 C 2.7176 -3.8180 -1.2838  0.2332
8 O 1.6521 -4.3497 -1.5717  -0.4982
9 C 4.5769 1.1130 -2.0642  -0.1473
10 O 5.0505 2.0852 -2.7101  -0.5735
11 O 5.3831 0.0506 -1.8584  -0.7102
12 N 2.9165 1.1790 -0.0715  0.7793
13 C 1.6379 1.7466 0.4104  -1.3067
14 C 0.3222 1.0056 -0.0757  0.7450
15 C -0.8452 1.2613 0.9944  -0.6923
16 C -1.7636 -0.0153 1.2619  -0.4796
17 S -3.4461 0.1598 0.5125  1.3769
18 O -3.9761 1.5406 0.5562  -0.6980
19 O -4.3596 -0.6708 1.3587  -0.6878
20 O -3.4528 -0.5184 -1.0079  -0.4258
21 C 3.9807 1.9887 0.5777  -0.7494
22 C 5.2050 1.1070 1.1343  0.3324
23 O 6.1080 1.7457 1.6681  -0.5880
24 O 5.1721 -0.3004 1.0422  -0.0507
25 C 5.9198 -0.9314 2.0674  0.5781
26 C 5.1294 -1.7521 3.1888  -0.7722
27 O 7.1362 -0.9174 2.1340  -0.5088
28 H 1.3568 4.3782 -2.8724  0.3566
29 H 1.3731 -0.0480 -2.5070  0.2769
30 H 3.0254 -0.4529 -3.1522  0.5768
31 H 3.3213 -1.3160 -0.4090  0.0372
32 H 1.5643 -1.8265 -0.8394  0.1584
33 H 3.3877 -4.2526 -0.4634  0.3802
34 H 1.5192 2.8731 0.2180  0.3204
35 H 1.6254 1.6547 1.5538  0.7104
36 H 0.4943 -0.1138 -0.2017  -0.8003
37 H -0.0249 1.4257 -1.0703  0.3040
38 H -1.4663 2.1392 0.6080  0.3519
39 H -0.4568 1.5966 2.0123  0.3698
40 H -1.9512 -0.0636 2.3879  0.3299
41 H -1.2723 -1.0048 0.9978  0.1590
42 H -4.3016 -1.0217 -1.0752  0.3287
43 H 4.3540 2.8581 -0.0679  0.2677
44 H 3.5976 2.5097 1.5225  0.5718
45 H 5.5108 -1.5381 4.2284  0.3149
46 H 4.0168 -1.5870 3.0785  0.1276
47 H 5.3216 -2.8612 2.9866  0.2803
48 C -8.0941 3.6571 2.8378  -0.7431
49 O -7.6586 2.9421 1.6933  -0.4016
50 C -6.8215 1.8336 2.0306  -0.0403
51 C -7.5807 0.5198 1.9311  -0.3806
52 O -8.5796 0.4186 2.9484  -0.3782
53 C -9.8844 0.6625 2.4497  -0.7274
54 H -8.8612 4.3671 2.5239  0.2456
55 H -8.5216 2.9905 3.5915  0.3163
56 H -7.2568 4.2155 3.2694  0.3244
57 H -6.3856 1.9596 3.0269  0.3145
58 H -6.0025 1.8210 1.3053  0.0584
59 H -6.8790 -0.3034 2.0922  0.2536
60 H -8.0215 0.3973 0.9360  0.3141
61 H -10.2045 -0.1714 1.8162  0.3193
62 H -9.9319 1.5964 1.8836  0.3151
63 H -10.5654 0.7358 3.2996  0.2396
64 C 1.0515 -4.0351 5.7332  -0.6704
65 O -0.1352 -4.6333 5.2331  -0.3811
66 C -1.1382 -3.6700 4.9204  -0.7110
67 C -1.2330 -3.4384 3.4196  -0.2316
68 O -0.0692 -2.7804 2.9243  -0.2416
69 C 0.8113 -3.6707 2.2499  -0.5690
70 H 1.8254 -4.8025 5.7795  0.2422
71 H 1.3991 -3.2262 5.0857  0.2599
72 H 0.8782 -3.6520 6.7441  0.3370
73 H -0.9581 -2.7294 5.4508  0.3434
74 H -2.0912 -4.0778 5.2736  0.4073
75 H -2.0822 -2.7765 3.2188  0.2483
76 H -1.4072 -4.3799 2.8885  0.2839
77 H 0.3718 -3.9763 1.2952  0.2448
78 H 1.0351 -4.5532 2.8546  0.4062
79 H 1.7444 -3.1407 2.0499  0.0456
80 C -4.9848 -5.3080 -3.7711  -0.6968
81 O -3.5694 -5.3591 -3.8580  -0.3768
82 C -2.9647 -4.0894 -3.6195  -0.6049
83 C -2.3644 -4.0165 -2.2236  -0.3235
84 O -3.3823 -4.0184 -1.2233  -0.2267
85 C -3.5096 -5.2803 -0.5862  -0.8358
86 H -5.3633 -6.3312 -3.7849  0.2492
87 H -5.3150 -4.8251 -2.8478  0.2770
88 H -5.3922 -4.7730 -4.6352  0.3364
89 H -3.6810 -3.2770 -3.7807  0.3070
90 H -2.1601 -3.9783 -4.3535  0.3876
91 H -1.8219 -3.0710 -2.1228  0.2592
92 H -1.6524 -4.8314 -2.0597  0.3521
93 H -2.6419 -5.4639 0.0556  0.2507
94 H -3.6103 -6.0906 -1.3127  0.3671
95 H -4.4053 -5.2581 0.0368  0.2528
96 C 7.5066 7.4557 -3.3608  -0.7005
97 O 7.4079 6.5793 -4.4710  -0.3842
98 C 7.0224 5.2567 -4.0858  -0.5007
99 C 5.5585 4.9933 -4.3989  -0.3988
100 O 4.7029 5.7736 -3.5626  -0.2706
101 C 4.1566 6.8896 -4.2424  -0.8430
102 H 7.6254 8.4726 -3.7395  0.2396
103 H 6.6106 7.4172 -2.7360  0.2962
104 H 8.3870 7.2008 -2.7616  0.3306
105 H 7.2331 5.0794 -3.0269  0.3205
106 H 7.6361 4.5648 -4.6710  0.3598
107 H 5.3382 3.9423 -4.1872  0.3272
108 H 5.3447 5.1762 -5.4579  0.3323
109 H 3.4150 6.5544 -4.9758  0.2953
110 H 4.9315 7.4774 -4.7425  0.3543
111 H 3.6577 7.5251 -3.5078  0.2519

Forces on atoms 1 to 6 (eV/Å):
-0.32 -1.70 0.77
-0.01 1.63 0.91
0.05 0.18 -3.00
-0.37 0.31 -0.04
0.23 0.58 -0.11
-0.47 -1.38 2.07

Results
orbital gap	6.6	eV
charge	-1



Maximum force readings, ordered: 6.70, 5.60 eV/A